No. 1
Here is a single H2P2S molecule in a non-equilibrium geometry from OMol25. Energies are from the ωB97M-V functional and the def2-TZVPD basis.

Each line ends with the Löwdin charge.
Cartesian coordinates (Å):
H: -1.1710 -0.8002 -0.8879  -0.250
P: -1.0266 0.0688 0.0950  0.393
S: 1.8758 1.4501 0.4699  -0.024
H: -0.6410 -0.9539 1.0378  -0.125
P: 0.9628 0.2351 -0.7148  0.004

## Properties
E_HOMO	-0.315	Ha
frontier orbital gap	7.07	eV
energy relative to the best compared isomer or geometry (same formula, charge and spin)	1.2	kcal per mole
LUMO level	-1.5	eV

No. 2
Here is a single C4H8O2 molecule from OMol25. Energies are from the ωB97M-V functional and the def2-TZVPD basis.

Each line ends with the Löwdin charge.
Cartesian coordinates (Å):
O: 0.1610 -0.3307 0.0991  -0.032
C: 2.3802 0.4107 0.1899  0.019
H: 2.0410 0.6910 1.1889  0.084
H: 3.0459 -0.4526 0.2769  0.090
H: -1.2138 0.7851 -0.9313  0.125
C: -2.1145 -0.3533 0.6966  -0.070
H: -3.1119 0.0080 0.4334  0.077
H: -1.7495 0.2321 1.5456  0.080
O: 1.1044 0.2336 -1.8645  0.102
C: -1.1509 -0.2034 -0.4645  -0.226
H: -2.1950 -1.3961 1.0155  0.077
H: 2.9311 1.2339 -0.2680  0.089
C: 1.1810 0.0907 -0.6678  -0.541
H: -1.3091 -0.9489 -1.2497  0.126

## Properties
E_HOMO	-0.382	Ha
frontier orbital gap	11.36	eV
energy relative to the best compared isomer or geometry (same formula, charge and spin)	8.3	kcal per mole
LUMO level	1.0	eV

No. 3
Here is a molecular structure, C6H7N4S in a non-equilibrium geometry from OMol25. Energies are from the ωB97M-V functional and the def2-TZVPD basis.

Each line ends with the Löwdin charge.
Cartesian coordinates (Å):
N: -2.4583 -0.5423 -0.9173  0.049
H: -4.1190 0.2040 -1.7407  0.100
C: -2.4812 0.5639 1.0743  -0.120
N: -1.8543 -0.4056 0.3329  -0.570
H: -4.4700 1.5934 0.5266  0.146
H: 1.7546 -1.4530 -1.6621  0.149
C: -3.4863 0.2282 -0.9412  -0.060
H: 2.0412 0.5160 1.9046  0.134
H: 4.3455 -0.5373 -1.6293  0.141
S: -0.6282 -1.3628 0.7589  1.110
C: 2.3262 0.1587 0.9031  -0.123
H: -2.4671 0.6606 2.1238  0.118
N: 2.1464 -0.8430 -0.9834  0.016
C: 3.5334 0.3379 0.1714  -0.058
H: 4.4053 0.8676 0.5584  0.115
C: -3.5613 0.9332 0.3456  0.006
N: 1.5085 -0.5468 0.1777  -0.139
C: 3.4646 -0.3726 -1.0034  -0.014

## Properties
E_HOMO	-0.504	Ha
frontier orbital gap	7.30	eV
charge	+1
energy relative to the best compared isomer or geometry (same formula, charge and spin)	55.6	kcal per mole
LUMO level	-6.4	eV

No. 4
Here is 2 unconnected molecules or ions with the total composition F2HOPS in a non-equilibrium geometry from OMol25. Energies are from the ωB97M-V functional and the def2-TZVPD basis.

Each line ends with the Löwdin charge.
Cartesian coordinates (Å):
P: 1.2653 -0.0171 0.3132  0.748
F: 1.5090 -0.3677 -1.2697  -0.275
H: -0.3160 1.3120 0.9094  0.054
S: -2.8254 -0.4177 -0.5507  0.073
F: 0.4593 -1.3365 0.4996  -0.259
O: -0.0921 0.8270 0.0982  -0.341

## Properties
E_HOMO (spin up / spin down)	-0.362 / -0.362	Ha
frontier orbital gap (spin up / spin down)	7.37 / 7.34	eV
energy relative to the best compared isomer or geometry (same formula, charge and spin)	94.5	kcal per mole
LUMO level (spin up / spin down)	-2.5 / -2.5	eV

No. 5
Here is 2 unconnected molecules or ions with the total composition CH7NOSi2 in a non-equilibrium geometry from OMol25. Energies are from the ωB97M-V functional and the def2-TZVPD basis.

Each line ends with the Löwdin charge.
Cartesian coordinates (Å):
H: -1.8979 1.9812 0.8854  -0.072
H: 3.2199 -0.0098 -0.2978  -0.104
Si: -1.2683 1.0978 -0.0822  0.878
H: -1.3989 -1.4687 -0.5550  0.067
H: -0.8320 1.6722 -1.3412  -0.081
Si: 1.8847 -0.5850 -0.0881  0.345
H: 1.2924 1.1525 1.3789  -0.077
O: -3.1509 -0.8683 0.2173  -0.023
H: 2.0193 -1.9467 0.4389  -0.101
H: 1.2419 -0.6633 -1.4156  -0.106
C: -2.0307 -0.6449 -0.1724  -0.425
N: 0.9206 0.2830 1.0316  -0.303

## Properties
E_HOMO	-0.336	Ha
frontier orbital gap	8.16	eV
energy relative to the best compared isomer or geometry (same formula, charge and spin)	61.0	kcal per mole
LUMO level	-1.0	eV

No. 6
Here is a molecular structure, C25H31AsClN2NiOS from OMol25. Energies are from the ωB97M-V functional and the def2-TZVPD basis.

Each line ends with the Löwdin charge.
Cartesian coordinates (Å):
C: -2.7751 -0.6686 -1.1202  -0.099
C: -0.9365 1.5583 0.7112  -0.151
H: 0.0168 -1.7784 -2.3669  0.097
C: -1.8703 -1.9172 -3.3585  -0.016
C: -1.1717 3.8406 -2.2981  -0.078
Ni: 0.0779 0.0637 -0.1935  0.413
H: 4.8925 3.1400 -5.6436  0.108
C: 3.6588 1.6732 -1.1621  -0.274
C: 3.0469 -1.0881 -1.9644  -0.270
N: -5.4217 -2.2089 -4.0423  0.096
C: -3.2265 -1.6429 -3.2637  -0.207
H: 0.1796 5.4159 -2.8740  0.112
H: 0.3791 -2.6771 3.6631  0.110
C: 2.4472 1.2219 -4.2744  -0.311
H: 1.9021 -0.7349 -4.9734  0.112
H: -5.7091 -2.2866 -3.0833  0.103
H: 3.3593 2.7192 -1.1733  0.015
O: 0.4928 -1.3938 1.1487  -0.022
H: -3.1113 -0.1727 -0.2204  0.111
C: 4.2459 2.2846 -5.4927  -0.070
H: -1.9771 1.2616 0.7558  0.045
H: -0.5010 1.6784 1.6959  0.034
H: -6.0864 -2.4446 -4.7612  0.108
H: 1.1150 -3.5450 2.3132  0.096
H: 2.9684 -0.4135 2.5971  0.108
H: 1.6474 0.6792 2.0975  0.015
C: -1.0415 -1.5549 -2.3205  -0.101
H: 2.3594 -1.9140 -2.1372  0.018
H: 1.6795 -0.0534 3.7279  0.109
C: 1.2243 -2.6834 2.9672  0.008
N: -1.4681 -0.9178 -1.2158  0.015
C: -0.0454 4.6406 -2.1524  -0.086
H: 1.6665 5.0621 -0.9159  0.109
C: 4.3646 1.1703 -6.3118  -0.079
H: -4.7168 -0.7512 -1.9679  0.120
C: -3.6782 -1.0210 -2.1075  0.008
H: 3.1932 3.1892 -3.8554  0.112
Cl: 1.5961 3.2684 1.2202  0.714
H: -1.8385 3.9893 -3.1384  0.111
H: -2.3477 2.2591 -1.4635  0.107
H: -1.4795 -2.4036 -4.2418  0.099
C: -0.6340 2.6341 -0.2410  -0.354
H: 2.1381 -2.7486 3.5557  0.094
S: -3.6185 -2.0632 -5.9528  0.725
C: -4.1494 -1.9908 -4.4080  -0.833
C: 1.4447 1.2432 -3.1564  -0.296
H: 3.6336 -0.9089 -2.8641  0.030
H: 5.1040 1.1523 -7.1024  0.107
C: 3.2900 2.3101 -4.4844  -0.058
C: 1.8954 -0.2117 2.6686  -0.001
H: 1.1270 2.2577 -2.9197  0.052
C: 1.1613 -1.4177 2.1788  -0.429
H: 3.7135 -1.3597 -1.1467  0.033
H: 0.5481 0.6745 -3.4054  0.066
C: -1.4526 2.8629 -1.3573  -0.050
H: 4.3698 1.4784 -1.9623  0.039
C: 0.5017 3.4497 -0.1394  -0.610
As: 2.1220 0.5424 -1.4506  1.158
C: 2.5677 0.1124 -5.1090  -0.068
C: 0.7915 4.4418 -1.0627  -0.119
H: 4.1039 1.4425 -0.1972  0.030
C: 3.5180 0.0849 -6.1210  -0.072
H: 3.5944 -0.7819 -6.7653  0.108

## Properties
2S+1	3
E_HOMO (spin up / spin down)	-0.376 / -0.406	Ha
frontier orbital gap (spin up / spin down)	7.00 / 7.58	eV
charge	+1
energy relative to the best compared isomer or geometry (same formula, charge and spin)	0.0	kcal per mole
LUMO level (spin up / spin down)	-3.2 / -3.5	eV

No. 7
Here is a single C4H6N2O molecule in a non-equilibrium geometry from OMol25. Energies are from the ωB97M-V functional and the def2-TZVPD basis.

Each line ends with the Löwdin charge.
Cartesian coordinates (Å):
C: -1.5410 -0.4499 1.2496  -0.007
H: 1.8309 1.6428 -0.0539  0.088
C: -0.9023 -0.1377 -0.0409  -0.496
H: -1.2332 0.2609 2.0165  0.086
H: 2.3910 -0.0105 0.2655  0.086
H: 2.4631 0.6433 -1.3787  0.092
O: 0.2905 -0.9277 -1.5668  -0.027
N: -1.0820 -0.9593 -1.3051  0.198
H: -1.2895 -1.4698 1.5503  0.085
N: -0.6866 1.0277 -0.6544  0.224
C: 1.8773 0.6303 -0.4549  0.004
H: -2.6288 -0.4018 1.1317  0.089
C: 0.5106 0.1517 -0.7589  -0.421

## Properties
E_HOMO (spin up / spin down)	-0.320 / -0.337	Ha
frontier orbital gap (spin up / spin down)	8.43 / 8.50	eV
energy relative to the best compared isomer or geometry (same formula, charge and spin)	166.9	kcal per mole
LUMO level (spin up / spin down)	-0.3 / -0.7	eV